C5H14 | ωB97M-V with the def2-TZVPD basis set

Summary:
highest occupied orbital energy: -11.06 eV
gap between HOMO and LUMO: 12.21 eV
net charge: 0
relative energy (zero: lowest compared OMol25 entry of this formula, charge and spin): 38.5 kJ/mol

Last columns: bonded neighbours and bond lengths (Å).
Geometry (Å):
1 C 2.0573 0.9294 -0.8463  C2 1.519, H4 1.092, H5 1.094, H6 1.096
2 C 1.3995 -0.0509 -1.8019  C1 1.519, C3 1.536, H7 1.086, H8 1.101
3 C 0.0935 -0.6866 -1.3013  C2 1.536, H9 1.086, H10 1.093, H11 1.093
4 H 2.6299 0.3894 -0.0890  C1 1.092
5 H 1.3850 1.6153 -0.3226  C1 1.094
6 H 2.7278 1.6535 -1.3240  C1 1.096
7 H 1.2515 0.4549 -2.7517  C2 1.086
8 H 2.0207 -0.8981 -2.1310  C2 1.101
9 H 0.1753 -1.6997 -0.9194  C3 1.086
10 H -0.3164 -0.0589 -0.5054  C3 1.093
11 H -0.6276 -0.6363 -2.1211  C3 1.093
12 C -1.6354 -0.8905 1.9017  C13 1.531, H14 1.084, H15 1.091, H16 1.089
13 C -1.5740 0.6117 1.6114  C12 1.531, H17 1.093, H18 1.087, H19 1.088
14 H -0.7884 -1.2486 2.4749  C12 1.084
15 H -2.5002 -1.0817 2.5383  C12 1.091
16 H -1.7467 -1.4842 0.9952  C12 1.089
17 H -1.4713 1.2125 2.5192  C13 1.093
18 H -0.6794 0.8576 1.0456  C13 1.087
19 H -2.4011 1.0110 1.0276  C13 1.088

---

C5H14 | ωB97M-V with the def2-TZVPD basis set

Summary:
highest occupied orbital energy: -10.81 eV
gap between HOMO and LUMO: 11.92 eV
net charge: 0
relative energy (zero: lowest compared OMol25 entry of this formula, charge and spin): 119.5 kJ/mol

Last columns: bonded neighbours and bond lengths (Å).
Geometry (Å):
1 C 0.9484 -1.1852 1.3394  C2 1.538, H4 1.105, H5 1.090, H6 1.120
2 C 1.0019 0.1244 0.5351  C1 1.538, C3 1.538, H7 1.095, H8 1.074
3 C 2.3445 0.5753 -0.0656  C2 1.538, H9 1.095, H10 1.064, H11 1.176
4 H 1.6081 -2.0143 1.0255  C1 1.105
5 H 0.0123 -1.6230 1.6862  C1 1.090
6 H 1.6254 -1.0183 2.2160  C1 1.120
7 H 0.3649 -0.0728 -0.3337  C2 1.095
8 H 0.6004 0.8810 1.1832  C2 1.074
9 H 3.1375 -0.1219 0.2227  C3 1.095
10 H 2.2564 0.8408 -1.0918  C3 1.064
11 H 2.8280 1.5810 0.3057  C3 1.176
12 C -2.0171 -0.5136 -0.7403  C13 1.531, H14 1.115, H15 1.064, H16 1.088
13 C -2.1104 0.9882 -1.0237  C12 1.531, H17 1.092, H18 1.105, H19 1.070
14 H -1.0140 -0.8627 -0.4007  C12 1.115
15 H -2.7595 -0.8430 -0.0536  C12 1.064
16 H -2.3438 -1.0392 -1.6351  C12 1.088
17 H -1.7104 1.3833 -1.9600  C13 1.092
18 H -1.6497 1.5885 -0.2184  C13 1.105
19 H -3.1229 1.3315 -0.9910  C13 1.070

---

Q: gap between HOMO and LUMO of number 1 (C5H14)?
A: 12.21 eV

---

Q: relative energy (zero: lowest compared OMol25 entry of this formula, charge and spin) of number 1 (C5H14)?
A: 38.5 kJ/mol

---

Copy entry 2 word for word.
C5H14 | ωB97M-V with the def2-TZVPD basis set

Summary:
highest occupied orbital energy: -10.81 eV
gap between HOMO and LUMO: 11.92 eV
net charge: 0
relative energy (zero: lowest compared OMol25 entry of this formula, charge and spin): 119.5 kJ/mol

Last columns: bonded neighbours and bond lengths (Å).
Geometry (Å):
1 C 0.9484 -1.1852 1.3394  C2 1.538, H4 1.105, H5 1.090, H6 1.120
2 C 1.0019 0.1244 0.5351  C1 1.538, C3 1.538, H7 1.095, H8 1.074
3 C 2.3445 0.5753 -0.0656  C2 1.538, H9 1.095, H10 1.064, H11 1.176
4 H 1.6081 -2.0143 1.0255  C1 1.105
5 H 0.0123 -1.6230 1.6862  C1 1.090
6 H 1.6254 -1.0183 2.2160  C1 1.120
7 H 0.3649 -0.0728 -0.3337  C2 1.095
8 H 0.6004 0.8810 1.1832  C2 1.074
9 H 3.1375 -0.1219 0.2227  C3 1.095
10 H 2.2564 0.8408 -1.0918  C3 1.064
11 H 2.8280 1.5810 0.3057  C3 1.176
12 C -2.0171 -0.5136 -0.7403  C13 1.531, H14 1.115, H15 1.064, H16 1.088
13 C -2.1104 0.9882 -1.0237  C12 1.531, H17 1.092, H18 1.105, H19 1.070
14 H -1.0140 -0.8627 -0.4007  C12 1.115
15 H -2.7595 -0.8430 -0.0536  C12 1.064
16 H -2.3438 -1.0392 -1.6351  C12 1.088
17 H -1.7104 1.3833 -1.9600  C13 1.092
18 H -1.6497 1.5885 -0.2184  C13 1.105
19 H -3.1229 1.3315 -0.9910  C13 1.070